Record 1
Computed, not measured: a cluster of 13 separate species, C25H76N6O13 in total at a distorted geometry, with ωB97M-V/def2-TZVPD.

```
120
C25H76N6O13 (ωB97M-V/def2-TZVPD)
C 19.18500 7.59700 -13.80200
O 19.14500 7.96000 -12.37400
H 20.14300 7.16900 -14.08600
H 18.96200 8.49700 -14.41400
H 18.34700 6.94900 -13.97100
H 18.24100 7.77200 -12.12700
C 18.06100 9.36000 -9.19400
O 17.35800 8.33200 -8.42800
H 18.89600 8.94900 -9.84300
H 18.42900 10.16800 -8.48300
H 17.37300 9.87500 -9.87800
H 17.98100 7.81400 -7.99400
C 14.68000 11.81000 -14.06700
O 15.01300 11.52600 -15.44300
H 14.36100 10.91100 -13.64000
H 13.91100 12.59700 -14.05300
H 15.50400 12.12300 -13.47200
H 14.53000 12.12500 -16.01300
C 14.79300 4.80400 -11.39300
O 13.63400 4.12500 -11.89500
H 15.67300 4.15400 -11.15100
H 14.52000 5.42500 -10.60900
H 15.08700 5.45100 -12.21000
H 13.04000 4.84800 -12.00500
C 15.35500 8.31100 -11.31700
O 16.50500 7.92700 -11.96300
N 15.25600 8.32300 -10.04100
N 14.30700 8.63500 -12.01900
H 16.09500 8.24800 -9.39100
H 14.34500 8.59000 -9.65800
H 14.53000 8.76200 -13.06900
H 13.61300 9.23900 -11.59100
C 14.10600 8.41600 -6.66400
O 13.43200 8.68200 -7.87000
N 15.33500 8.11200 -6.60200
N 13.49200 8.25900 -5.53500
H 15.92800 8.13800 -7.43200
H 15.76800 7.59100 -5.82300
H 12.49600 8.33100 -5.55500
H 14.00800 7.87300 -4.73100
C 15.64200 7.96600 -15.28700
O 16.05500 6.71700 -14.87100
N 15.17300 8.12800 -16.51500
N 15.67700 8.98400 -14.47700
H 15.13600 7.21100 -17.14700
H 14.84700 9.02100 -16.91400
H 16.33000 8.90900 -13.75300
H 15.42700 9.92700 -14.82100
C 15.60700 11.48400 -7.59300
C 16.32900 11.35200 -6.29300
C 15.55000 11.69900 -5.08600
O 16.76200 10.22000 -6.09100
H 14.79400 10.74200 -7.78900
H 16.25500 11.40000 -8.43500
H 15.27800 12.52700 -7.57100
H 17.07800 12.15800 -6.39700
H 14.67200 11.04700 -4.93100
H 15.00300 12.57300 -5.30300
H 16.23900 11.83100 -4.27300
H 16.08500 9.54400 -6.21500
C 10.13500 9.38900 -16.00200
C 10.80100 8.92400 -14.74600
C 12.28400 8.91800 -14.85900
O 10.43700 9.46700 -13.67700
H 10.23500 8.56600 -16.75500
H 10.56900 10.30800 -16.34800
H 9.07300 9.57200 -15.88400
H 10.59100 7.91100 -14.61300
H 12.67500 9.90900 -14.92000
H 12.57500 8.50700 -15.79400
H 12.78600 8.32300 -14.11700
H 10.47700 10.39900 -13.80600
C 14.30500 11.95500 -10.80300
C 12.93900 11.37800 -10.58200
C 12.08400 11.52100 -11.83400
O 12.83900 10.18800 -10.23600
H 14.17800 12.97700 -11.19900
H 14.84000 11.31000 -11.48400
H 14.86500 11.98900 -9.88600
H 12.56100 12.03100 -9.80700
H 12.41600 11.02400 -12.69700
H 11.92700 12.54800 -12.16900
H 11.06300 11.08600 -11.70400
H 12.75200 10.08300 -9.31000
C 10.15100 6.51600 -11.90500
C 11.51700 7.15900 -11.58900
C 11.83600 6.81100 -10.12200
O 12.49600 6.71700 -12.24600
H 10.17600 5.46100 -11.74900
H 9.90800 6.61800 -12.92900
H 9.36700 6.90700 -11.32600
H 11.53000 8.20500 -11.71000
H 11.14900 7.40700 -9.42200
H 12.89500 6.87900 -9.84200
H 11.48400 5.87600 -9.83300
H 13.19700 7.37400 -12.29500
C 20.15300 4.60500 -10.99100
C 18.90400 4.57500 -10.10500
C 18.15000 5.86300 -10.16600
O 18.09600 3.69200 -10.49000
H 20.02600 5.07400 -11.95800
H 20.53600 3.58200 -11.11500
H 20.96600 5.17500 -10.58000
H 19.32900 4.42900 -9.05000
H 18.75600 6.67600 -9.92800
H 17.37600 5.94500 -9.51900
H 17.80000 6.10300 -11.13600
H 17.88600 3.86900 -11.42900
C 17.77600 10.85100 -12.60900
C 18.14100 12.33800 -12.71100
C 18.25600 12.85800 -14.16800
O 17.41800 13.13600 -12.09200
H 18.38600 10.30800 -11.90200
H 17.94100 10.27200 -13.52100
H 16.75400 10.72200 -12.30500
H 19.24800 12.45700 -12.38300
H 18.77100 13.78800 -14.21900
H 17.31700 12.93800 -14.66800
H 18.87700 12.15000 -14.75600
H 17.72500 14.03100 -12.33900
```

Charge   0
ΔE to the lowest compared entry with this formula, charge and spin   3.2 kcal per mole
E_HOMO   -0.31534 Ha

---

Record 2
Computed, not measured: a cluster of 14 separate species, C25H78N6O14 in total at a distorted geometry, with ωB97M-V/def2-TZVPD.

```
123
C25H78N6O14 (ωB97M-V/def2-TZVPD)
C 7.52476 -9.42872 19.29384
C 6.66308 -8.21253 19.00866
O 5.33578 -8.48849 19.13938
H 7.37050 -9.90839 20.26039
H 8.58639 -9.22731 19.15074
H 7.28289 -10.25913 18.63050
H 6.86305 -7.73488 18.04951
H 6.88596 -7.43880 19.74335
H 5.12903 -9.23665 18.57448
C 3.11543 -16.28767 15.77117
C 3.57135 -14.92948 16.15284
O 4.82303 -14.96243 16.70184
H 3.85061 -16.82112 15.16865
H 2.17190 -16.26300 15.22597
H 2.88441 -16.91251 16.63390
H 2.78237 -14.53060 16.79043
H 3.50699 -14.18902 15.35554
H 4.78164 -15.60269 17.41595
C 5.75622 -13.67365 21.47636
C 5.18882 -13.57797 20.00845
O 4.21803 -12.54774 19.97578
H 5.02442 -13.71547 22.28311
H 6.38171 -12.81755 21.72922
H 6.33172 -14.58434 21.64236
H 4.59510 -14.45255 19.74254
H 5.84033 -13.32062 19.17335
H 3.51554 -12.73888 20.60154
C 4.41989 -7.83007 15.86750
C 4.85339 -6.50211 15.18685
O 4.97780 -6.74584 13.85835
H 5.19356 -8.57859 15.69646
H 3.46691 -8.18647 15.47644
H 4.30709 -7.60539 16.92812
H 5.83303 -6.22139 15.57363
H 4.13259 -5.70180 15.35431
H 4.14862 -7.04112 13.47511
C 12.45205 -8.95160 16.06222
C 11.17748 -9.34561 16.84717
O 10.45090 -8.25318 17.47847
H 13.15009 -9.78334 15.96714
H 13.01841 -8.12917 16.49920
H 12.20747 -8.71230 15.02732
H 11.36509 -10.20908 17.48539
H 10.34541 -9.80219 16.31117
H 10.02325 -7.78229 16.75946
C 13.23350 -12.81887 14.43921
C 11.72149 -12.81840 14.79275
O 11.19773 -14.14783 14.74372
H 13.87317 -13.42489 15.08082
H 13.71994 -11.84933 14.33206
H 13.33844 -13.18241 13.41700
H 11.21658 -12.15266 14.09278
H 11.56759 -12.41361 15.79303
H 10.75553 -14.26573 13.89983
C 8.30415 -12.42521 15.60005
C 6.91263 -11.99643 15.83457
O 6.02954 -12.96165 15.18898
H 8.43901 -13.30681 16.22670
H 8.91992 -11.63022 16.02069
H 8.45182 -12.70898 14.55806
H 6.64117 -10.99752 15.49313
H 6.58394 -11.94041 16.87231
H 5.90909 -13.74499 15.73071
C 7.17384 -12.05938 12.08140
C 6.99798 -10.75979 11.38537
O 7.97526 -10.56482 10.35087
H 6.36621 -12.15138 12.80760
H 8.13573 -12.32400 12.52055
H 6.97882 -12.88582 11.39798
H 7.16915 -9.93973 12.08273
H 6.00870 -10.65396 10.94013
H 7.65214 -9.98282 9.65916
C 8.84280 -8.41202 13.72827
C 9.71406 -7.17277 14.09714
O 9.34864 -6.75676 15.38427
H 8.90455 -9.17862 14.50069
H 9.09243 -8.82048 12.74901
H 7.81981 -8.06311 13.58732
H 9.67958 -6.31868 13.42079
H 10.76169 -7.46925 14.14900
H 8.91722 -5.90309 15.30230
C 2.76542 -11.35615 16.39453
C 2.94375 -10.44204 17.58950
O 4.26760 -10.70826 17.91436
H 1.85347 -11.02457 15.89803
H 2.75039 -12.39735 16.71665
H 3.47259 -11.28619 15.56803
H 2.28265 -10.75952 18.39589
H 2.72705 -9.38665 17.42428
H 4.36045 -11.23705 18.71019
C 8.80671 -14.33291 19.24856
C 9.27606 -12.95877 19.83169
O 10.45683 -13.01616 20.62229
H 7.74608 -14.32180 18.99746
H 8.94509 -15.16713 19.93633
H 9.42966 -14.54399 18.37938
H 8.51855 -12.47810 20.45074
H 9.40741 -12.27060 18.99666
H 10.65588 -12.08623 20.75349
C 8.53288 -16.53460 16.49661
O 8.13789 -16.96065 17.56394
N 7.72516 -15.89817 15.63328
N 9.77614 -16.58854 16.12636
H 6.74682 -15.70546 15.79398
H 8.03229 -15.68124 14.69589
H 10.53271 -16.81720 16.75518
H 9.94501 -16.15294 15.23091
C 2.99870 -11.39260 12.62598
O 1.85952 -11.29978 12.20128
N 3.57778 -12.36183 13.24792
N 3.77694 -10.31805 12.78318
H 4.42127 -12.14147 13.75789
H 3.16455 -13.28248 13.28972
H 4.70596 -10.31942 13.17946
H 3.36855 -9.45810 12.44584
C 6.25942 -16.01114 12.48242
O 7.40758 -15.73641 12.74480
N 5.26212 -15.33843 12.87283
N 5.90557 -17.03929 11.74777
H 5.39397 -14.53531 13.47091
H 4.32955 -15.66986 12.67135
H 6.63867 -17.63304 11.38706
H 4.92936 -17.24444 11.58948
```

Charge   0
E_HOMO   -0.34123 Ha

---

Kohn-Sham gap across the listed records, respectively: 8.499 9.469 eV.
LUMO level across the listed records, respectively: -0.1 0.2 eV.